(1)
Formula: C13H19Cl2FN2O2
Source: OMol25
Level of theory: ωB97M-V/def2-TZVPD

Positions of all 39 atoms, in Å:
C -5.935 2.308 0.398
C -4.801 1.557 1.291
O -4.460 0.403 0.911
O -4.328 2.243 2.445
C -3.044 1.739 2.897
C -1.770 2.364 2.113
C -0.982 1.191 1.309
C 0.119 1.788 0.274
C -0.689 2.664 -0.832
N -1.258 3.316 -1.685
C 0.750 0.536 -0.579
C -0.404 -0.130 -1.507
N -1.440 -0.459 -2.040
C 1.526 -0.533 0.335
C 2.188 -1.690 -0.616
F 1.589 -2.949 -0.184
H -6.642 1.546 -0.116
H -5.416 3.000 -0.354
H -6.636 2.957 1.060
H -2.933 2.090 3.999
H -2.951 0.598 2.924
H -1.018 2.734 2.920
H -2.017 3.278 1.469
H -0.457 0.440 2.024
H -1.787 0.569 0.761
H 0.936 2.393 0.804
H 1.493 1.025 -1.314
H 2.372 -0.046 0.932
H 0.811 -1.056 1.079
H 1.986 -1.463 -1.727
H 3.309 -1.718 -0.388
Cl 4.957 -1.780 -2.700
C 5.030 -3.536 -3.001
C 5.298 -4.323 -1.733
Cl 6.948 -4.060 -1.114
H 5.796 -3.718 -3.757
H 4.063 -3.825 -3.419
H 5.203 -5.392 -1.934
H 4.593 -4.062 -0.941

Calculated values
frontier orbital gap = 10.794 eV
structure (SMILES) = CC(=O)OCCC[C@H](C#N)[C@H](C#N)CCF.ClCCCl
2S+1 = 1


(2)
Formula: C13H19ClN2O3S
Source: OMol25
Level of theory: ωB97M-V/def2-TZVPD

Positions of all 39 atoms, in Å:
C 5.406 2.121 -0.849
C 4.689 0.868 -0.467
C 3.391 0.613 -0.893
C 2.748 -0.553 -0.530
C 3.365 -1.501 0.260
C 4.657 -1.271 0.699
C 5.300 -0.096 0.338
Cl 6.909 0.171 0.900
H 5.168 -1.994 1.315
H 2.836 -2.407 0.507
S 1.057 -0.813 -1.045
O 0.776 -2.218 -1.038
O 0.806 -0.050 -2.234
N 0.249 -0.068 0.230
H -0.148 0.798 -0.100
C -0.678 -0.889 0.979
C -1.950 -1.278 0.210
N -3.083 -0.426 0.526
C -2.933 0.934 0.031
C -4.149 1.763 0.449
H -4.088 2.770 0.032
O -5.350 1.210 -0.027
C -5.496 -0.109 0.443
C -4.323 -0.986 0.009
H -4.451 -1.991 0.417
H -4.308 -1.050 -1.093
H -6.433 -0.483 0.026
H -5.557 -0.108 1.542
H -4.177 1.823 1.548
H -2.044 1.383 0.476
H -2.836 0.953 -1.070
H -1.714 -1.281 -0.868
H -2.229 -2.295 0.492
H -0.123 -1.792 1.232
H -0.947 -0.367 1.900
H 2.870 1.313 -1.527
H 5.670 2.690 0.042
H 4.787 2.737 -1.493
H 6.332 1.881 -1.369

Calculated values
frontier orbital gap = 9.535 eV
structure (SMILES) = Cc1cc(S(=O)(=O)NCCN2CCOCC2)ccc1Cl
energy relative to the best compared isomer or geometry (same formula, charge and spin) = 1.1 kcal/mol
2S+1 = 1


(3)
Formula: C13H19FIN5O2P
Source: OMol25
Level of theory: ωB97M-V/def2-TZVPD

Positions of all 42 atoms, in Å:
C 2.194 -2.664 2.371
C 1.161 -2.204 1.352
C 0.093 -1.329 2.004
N -1.171 -1.261 1.248
C -2.240 -2.083 1.138
N -2.503 -3.262 1.733
I -1.276 -4.340 2.945
P -4.145 -3.877 1.477
N -5.289 -2.998 2.003
N -3.153 -1.580 0.276
C -2.641 -0.448 -0.138
N -1.451 -0.189 0.409
C -0.621 0.995 0.220
C -0.538 1.912 1.425
F 0.621 0.562 -0.169
H 2.737 -1.818 2.793
H 1.734 -3.222 3.187
H 2.926 -3.314 1.898
H 1.650 -1.626 0.569
H 0.683 -3.055 0.865
H -0.138 -1.649 3.016
H 0.444 -0.307 2.079
H -4.057 -4.065 0.097
H -3.938 -5.143 2.037
H -5.778 -3.367 2.809
H -3.109 0.223 -0.841
H -1.071 1.500 -0.633
H 0.462 2.341 1.468
H -1.244 2.730 1.312
H -0.745 1.398 2.360
C 1.971 2.782 -2.350
C 1.631 2.405 -3.578
C 2.170 3.109 -4.773
O 1.855 2.765 -5.890
C 3.101 4.243 -4.537
C 3.438 4.618 -3.306
C 2.896 3.919 -2.115
O 3.185 4.254 -0.987
H 1.602 2.290 -1.459
H 0.962 1.577 -3.780
H 3.479 4.736 -5.423
H 4.112 5.442 -3.109

Calculated values
frontier orbital gap = 8.049 eV
total charge = +1
2S+1 = 1


(4)
Formula: C13H19IrNO9SeSi
Source: OMol25
Level of theory: ωB97M-V/def2-TZVPD

Positions of all 45 atoms, in Å:
Ir -0.066 -0.889 0.100
O -1.166 0.031 -3.085
C -1.103 0.789 -2.023
O -1.662 0.532 -0.957
C -0.259 2.034 -2.192
O 0.108 2.513 -0.926
C 1.490 2.532 -0.666
C 2.247 1.202 -0.673
O 3.444 1.202 -0.723
O 1.530 0.088 -0.577
H -1.481 -0.863 -2.798
H -0.855 2.784 -2.721
H 0.603 1.794 -2.819
H 1.594 2.950 0.336
H 2.022 3.196 -1.354
C 2.433 -1.957 1.753
Si 1.391 -1.208 3.104
C 0.654 -2.538 4.184
C 2.468 0.021 4.022
N 0.033 -0.299 2.302
C -0.869 0.459 2.921
C -0.969 0.541 4.348
C -1.949 1.288 4.945
C -2.862 2.010 4.169
C -2.773 1.979 2.778
C -1.806 1.226 2.159
H 3.208 -2.537 2.267
H 2.950 -1.210 1.148
H 1.927 -2.665 1.093
H 1.459 -3.125 4.633
H 0.052 -3.205 3.566
H 0.026 -2.163 4.994
H 3.384 -0.493 4.328
H 2.027 0.461 4.914
H 2.770 0.833 3.357
H -0.281 -0.024 4.959
H -2.021 1.317 6.024
H -3.636 2.594 4.649
H -3.468 2.552 2.179
H -1.721 1.231 1.081
O -2.025 -4.580 -0.514
Se -0.786 -3.586 -0.482
O -0.636 -2.718 1.001
O -1.075 -2.124 -1.343
O 0.670 -4.117 -0.872

Calculated values
frontier orbital gap (spin up / spin down) = 8.812 / 7.218 eV
energy relative to the best compared isomer or geometry (same formula, charge and spin) = 3.7 kcal/mol
2S+1 = 6


Repeat the third record exactly.
Formula: C13H19FIN5O2P
Source: OMol25
Level of theory: ωB97M-V/def2-TZVPD

Positions of all 42 atoms, in Å:
C 2.194 -2.664 2.371
C 1.161 -2.204 1.352
C 0.093 -1.329 2.004
N -1.171 -1.261 1.248
C -2.240 -2.083 1.138
N -2.503 -3.262 1.733
I -1.276 -4.340 2.945
P -4.145 -3.877 1.477
N -5.289 -2.998 2.003
N -3.153 -1.580 0.276
C -2.641 -0.448 -0.138
N -1.451 -0.189 0.409
C -0.621 0.995 0.220
C -0.538 1.912 1.425
F 0.621 0.562 -0.169
H 2.737 -1.818 2.793
H 1.734 -3.222 3.187
H 2.926 -3.314 1.898
H 1.650 -1.626 0.569
H 0.683 -3.055 0.865
H -0.138 -1.649 3.016
H 0.444 -0.307 2.079
H -4.057 -4.065 0.097
H -3.938 -5.143 2.037
H -5.778 -3.367 2.809
H -3.109 0.223 -0.841
H -1.071 1.500 -0.633
H 0.462 2.341 1.468
H -1.244 2.730 1.312
H -0.745 1.398 2.360
C 1.971 2.782 -2.350
C 1.631 2.405 -3.578
C 2.170 3.109 -4.773
O 1.855 2.765 -5.890
C 3.101 4.243 -4.537
C 3.438 4.618 -3.306
C 2.896 3.919 -2.115
O 3.185 4.254 -0.987
H 1.602 2.290 -1.459
H 0.962 1.577 -3.780
H 3.479 4.736 -5.423
H 4.112 5.442 -3.109

Calculated values
frontier orbital gap = 8.049 eV
total charge = +1
2S+1 = 1


Copy entry 3 word for word.
Formula: C13H19FIN5O2P
Source: OMol25
Level of theory: ωB97M-V/def2-TZVPD

Positions of all 42 atoms, in Å:
C 2.194 -2.664 2.371
C 1.161 -2.204 1.352
C 0.093 -1.329 2.004
N -1.171 -1.261 1.248
C -2.240 -2.083 1.138
N -2.503 -3.262 1.733
I -1.276 -4.340 2.945
P -4.145 -3.877 1.477
N -5.289 -2.998 2.003
N -3.153 -1.580 0.276
C -2.641 -0.448 -0.138
N -1.451 -0.189 0.409
C -0.621 0.995 0.220
C -0.538 1.912 1.425
F 0.621 0.562 -0.169
H 2.737 -1.818 2.793
H 1.734 -3.222 3.187
H 2.926 -3.314 1.898
H 1.650 -1.626 0.569
H 0.683 -3.055 0.865
H -0.138 -1.649 3.016
H 0.444 -0.307 2.079
H -4.057 -4.065 0.097
H -3.938 -5.143 2.037
H -5.778 -3.367 2.809
H -3.109 0.223 -0.841
H -1.071 1.500 -0.633
H 0.462 2.341 1.468
H -1.244 2.730 1.312
H -0.745 1.398 2.360
C 1.971 2.782 -2.350
C 1.631 2.405 -3.578
C 2.170 3.109 -4.773
O 1.855 2.765 -5.890
C 3.101 4.243 -4.537
C 3.438 4.618 -3.306
C 2.896 3.919 -2.115
O 3.185 4.254 -0.987
H 1.602 2.290 -1.459
H 0.962 1.577 -3.780
H 3.479 4.736 -5.423
H 4.112 5.442 -3.109

Calculated values
frontier orbital gap = 8.049 eV
total charge = +1
2S+1 = 1